P.
This record from the Open Molecules 2025 dataset describes a structure of composition C5H12NO. The level of theory is wB97M-V/def2-TZVPD.

Cartesian coordinates (Å):
C  2.2816  -1.0267  -0.5779
C  1.1820  0.0242  -0.4102
C  -0.1728  -0.5298  0.0120
C  -0.9992  0.3922  0.9737
C  -2.4816  -0.1177  1.1198
O  -2.4770  -1.4966  1.4357
N  1.3908  1.3984  -0.6202
H  2.0531  -2.0161  -0.0795
H  3.0535  -0.8264  -1.3440
H  2.1017  -0.3200  0.3938
H  0.0819  1.1349  -2.7166
H  -0.6587  -0.8392  -0.9018
H  0.0571  -1.4928  0.5064
H  -0.8067  1.4433  0.6161
H  -0.5212  0.2441  2.0382
H  -3.0041  0.4814  1.9015
H  -3.0481  0.0212  0.0832
H  -0.0788  1.7397  -2.4601
H  2.0464  1.7859  0.0300

Its gap between HOMO and LUMO is 5.731 eV. The spin multiplicity is 1. As for the HOMO energy: -2.3 eV. The charge is -1. The LUMO energy comes out at 3.5 eV.

---

Q.
This record from the Open Molecules 2025 dataset describes the ion C5H12NO with charge -1. The level of theory is wB97M-V/def2-TZVPD.

Cartesian coordinates (Å):
C  1.7664  1.8702  -0.2013
C  0.4869  1.4214  0.4200
C  0.4425  -0.1832  0.4760
C  -0.7677  -0.6631  -0.1392
N  -1.9709  -0.4232  0.8102
C  -0.7456  -2.2609  -0.5692
O  -1.9712  -2.8354  -0.5265
H  1.7985  1.6084  -1.3100
H  1.9695  2.9945  -0.2548
H  2.7117  1.5584  0.2647
H  -0.3606  1.8050  -0.1537
H  0.3590  1.8715  1.4140
H  0.6598  -0.6349  1.5078
H  1.4189  -0.3268  -0.0689
H  -0.9771  0.0389  -1.0884
H  -2.3780  -1.3021  0.6198
H  -2.3003  0.4163  0.2915
H  0.0973  -2.6880  0.1467
H  -0.2392  -2.2669  -1.6388

The SMILES is CCC[C@H](N)C[O-]. Its gap between HOMO and LUMO is 6.372 eV. The spin multiplicity is 1. As for the HOMO energy: -2.7 eV. The charge is -1. The LUMO energy comes out at 3.6 eV.

---

Quick one: most stable of them? Q

---

P.
This record from the Open Molecules 2025 dataset describes the ion C5H12NO with charge -1. The level of theory is wB97M-V/def2-TZVPD.

Cartesian coordinates (Å):
C  -0.8982  -1.5058  -0.6618
C  0.1874  -0.6982  0.1515
C  -0.3851  -0.4302  1.6496
O  -1.4302  0.3952  1.7080
N  0.9843  0.3767  -0.4008
C  0.3301  1.7591  -0.2606
C  1.2519  0.0984  -1.8335
H  -1.7142  -1.7727  -0.0116
H  -1.4510  -0.7876  -1.3391
H  -0.5003  -2.3598  -1.0463
H  1.0901  -1.4378  0.3726
H  -0.6246  -1.4015  2.0238
H  0.5138  0.0479  2.2186
H  -0.3520  2.0950  -1.2319
H  1.1746  2.4924  -0.1457
H  -0.2952  1.8319  0.6654
H  0.3377  0.2809  -2.5150
H  1.9229  0.8200  -2.2042
H  1.5331  -0.9469  -1.9152

The SMILES is C[C@H](C[O-])N(C)C. Its gap between HOMO and LUMO is 6.319 eV. The spin multiplicity is 1. As for the HOMO energy: -2.3 eV. The charge is -1. The LUMO energy comes out at 4.0 eV.

---

Q.
This record from the Open Molecules 2025 dataset describes the ion C5H12NO with charge -1. The level of theory is wB97M-V/def2-TZVPD.

Cartesian coordinates (Å):
C  -1.5578  -1.0358  1.1754
C  -0.9766  0.3934  1.3184
N  -1.0748  1.1559  0.0330
C  0.1775  1.3336  -0.7327
C  0.9028  0.1181  -1.3769
C  1.9189  -0.7315  -0.5129
O  1.8273  -0.6934  0.8426
H  -0.7003  -1.6845  1.0444
H  -2.1658  -1.2793  2.0527
H  -2.2451  -1.1655  0.3251
H  0.0887  0.2305  1.5448
H  -1.5956  0.9556  2.0139
H  -1.6795  0.6233  -0.5890
H  -0.0638  2.0246  -1.5339
H  0.8715  1.8269  -0.0408
H  0.1011  -0.5562  -1.7135
H  1.4872  0.5897  -2.1720
H  1.7590  -1.7674  -0.9014
H  2.9252  -0.3381  -0.7769

The SMILES is CCNCCC[O-]. Its gap between HOMO and LUMO is 6.756 eV. The spin multiplicity is 1. As for the HOMO energy: -2.4 eV. The charge is -1. The LUMO energy comes out at 4.4 eV.

---

R.
This record from the Open Molecules 2025 dataset describes a structure of composition C5H12NO. The level of theory is wB97M-V/def2-TZVPD.

Cartesian coordinates (Å):
C  0.5285  -1.4134  1.6245
N  0.4816  -0.0422  1.7755
C  0.7106  0.6332  0.4820
C  -0.1169  0.2369  -0.7193
C  0.2130  1.1346  -1.7968
O  -0.3875  1.3231  -2.9582
C  -0.9751  -1.9503  1.2935
H  0.8649  -1.7994  2.6572
H  1.2399  -1.8809  0.7611
H  -1.5428  1.9779  0.5282
H  1.7822  0.4153  0.0884
H  0.5447  1.6653  0.6719
H  -1.1619  -0.0081  -0.5955
H  0.4349  -0.1511  -1.6697
H  0.9891  1.9090  -1.5126
H  -1.7221  2.1616  1.2304
H  -0.9846  -3.1185  1.1848
H  -1.2827  -1.4571  0.4165
H  -1.5930  -1.8504  2.1729

Its gap between HOMO and LUMO is 5.811 eV. The spin multiplicity is 1. As for the HOMO energy: -1.8 eV. The charge is -1. The LUMO energy comes out at 4.0 eV.

---

Quick one: most stable of them? Q